DFT (ωB97M-V/def2-TZVPD) results for a molecular structure, C41H48IN5Sr in a non-equilibrium geometry.

Computed properties:
- Gap between HOMO and LUMO: 5.8 eV
- HOMO level: -6.16 eV
- Energy relative to the best compared isomer or geometry (same formula, charge and spin): 11.1 kcal/mol
- Charge: 0
- E: -2193.4394 hartree
- Multiplicity: 1

Last column: Mulliken charge in e.
Geometry (Å):
Sr 1.0993 -0.0141 -0.0416  3.34
C -2.6628 2.2757 -4.8018  -0.95
C -1.3377 1.6275 -5.2064  -1.04
C -0.7796 0.6897 -4.1833  0.60
C -0.8434 -0.6738 -4.1774  -0.24
C -1.4957 -1.5772 -5.1774  -1.08
C -2.9292 -1.9457 -4.7914  -0.94
C -0.2449 -1.1129 -2.9248  -0.31
C -0.2109 -2.4451 -2.4604  0.26
C -0.0616 -2.9198 -1.1441  -0.42
C -0.2117 -4.3064 -0.7104  1.14
C -0.4044 -5.4844 -1.6154  -1.33
C -1.8785 -5.6939 -1.9705  -0.91
C -0.2518 -4.2861 0.6506  0.54
C -0.1171 -2.8893 1.0529  0.06
C -0.3195 -2.3844 2.3529  -0.24
C -0.3685 -1.0481 2.7962  -0.06
N 0.0595 0.0292 2.0946  -0.56
C -0.2786 1.1445 2.7884  0.33
C -0.0860 2.4649 2.3338  -0.15
C 0.1708 2.9143 1.0207  -0.22
N 0.1504 2.1128 -0.0694  -1.24
C 0.2353 2.8849 -1.1812  0.04
C 0.0503 2.4056 -2.4923  -0.17
C -0.1429 1.0776 -2.9316  -0.37
N 0.1720 -0.0345 -2.2203  -0.51
C 0.3828 4.2788 -0.7787  1.03
C 0.3393 4.2978 0.5846  0.49
C 0.4583 5.4840 1.4890  -1.23
C 1.8787 5.6523 2.0306  -1.06
C 0.4749 5.4482 -1.7106  -1.17
C -0.8984 5.9235 -2.1918  -0.98
C -0.9376 0.7605 4.0319  -0.30
C -0.9927 -0.6013 4.0367  0.73
C -1.6552 -1.4880 5.0450  -1.08
C -3.0862 -1.8693 4.6638  -1.10
C -1.4452 1.6974 5.0826  -1.03
C -0.3287 2.1607 6.0229  -1.14
N 0.0426 -2.1225 -0.0522  -1.10
C -0.3955 -5.4386 1.5942  -1.17
C 0.9385 -5.8725 2.2042  -1.16
H -3.0220 2.9572 -5.5756  0.37
H -2.5589 2.8426 -3.8746  0.19
H -3.4283 1.5152 -4.6334  0.24
H -0.6033 2.4102 -5.4244  0.38
H -1.4733 1.0845 -6.1448  0.35
H -0.9030 -2.4900 -5.2879  0.39
H -1.4838 -1.1022 -6.1610  0.44
H -2.9500 -2.4445 -3.8201  0.20
H -3.3869 -2.6097 -5.5270  0.37
H -3.5470 -1.0490 -4.7093  0.22
H -0.4454 -3.2023 -3.2009  0.27
H -0.0025 -6.3842 -1.1427  0.44
H 0.1810 -5.3514 -2.5289  0.46
H -2.4699 -5.8638 -1.0685  0.31
H -2.0229 -6.5457 -2.6376  0.37
H -2.2847 -4.8076 -2.4628  0.11
H -0.5890 -3.1280 3.0952  0.17
H -0.2444 3.2424 3.0740  0.32
H -0.0548 3.1694 -3.2564  0.46
H -0.2424 5.3813 2.3226  0.44
H 0.1499 6.3887 0.9595  0.38
H 2.1895 4.7580 2.5755  0.24
H 1.9616 6.5070 2.7045  0.41
H 2.5862 5.8062 1.2112  0.23
H 1.1016 5.1883 -2.5679  0.41
H 0.9898 6.2741 -1.2126  0.47
H -1.4342 5.1239 -2.7077  0.12
H -0.8148 6.7699 -2.8760  0.38
H -1.5159 6.2301 -1.3449  0.31
H -1.6506 -0.9929 6.0193  0.44
H -1.0606 -2.3966 5.1792  0.40
H -3.6977 -0.9750 4.5274  0.31
H -3.5526 -2.4897 5.4312  0.39
H -3.1026 -2.4206 3.7215  0.25
H -2.2298 1.2038 5.6606  0.43
H -1.9236 2.5656 4.6231  0.42
H 0.0884 1.3124 6.5701  0.30
H -0.6871 2.8932 6.7491  0.38
H 0.4928 2.6161 5.4647  0.28
H -0.8613 -6.2832 1.0802  0.35
H -1.0900 -5.1688 2.3952  0.39
H 1.6302 -6.2006 1.4253  0.32
H 0.8075 -6.6930 2.9118  0.39
H 1.4083 -5.0410 2.7338  0.26
I 3.7792 2.6902 -0.0040  0.14
C 4.7020 0.8174 -0.0773  0.11
C 6.0851 0.7096 -0.0597  -0.73
C 6.6338 -0.5592 -0.1103  -0.13
C 5.7974 -1.6633 -0.1746  -0.82
C 4.4346 -1.4492 -0.1863  -0.33
N 3.8847 -0.2253 -0.1405  -0.02
H 6.7018 1.5941 -0.0083  0.38
H 7.7089 -0.6834 -0.0996  0.40
H 6.1880 -2.6699 -0.2151  0.39
H 3.7427 -2.2836 -0.2372  0.51